(1)
Here is a 3-piece molecular cluster, C23H30N2O6S overall from the OMol25 dataset. Energies are from ωB97M-V with the def2-TZVPD basis set.

```
! RIJCOSX wB97M-V def2-TZVPD def2/J DEFGRID3
* xyz 0 1
C -1.42365 3.09464 0.89982
C 0.07323 3.42289 0.38591
C 0.49347 4.80738 -0.30849
N 0.99187 2.44623 0.54136
C 0.66085 1.45760 -0.51087
C 0.77300 1.83756 -2.03369
C 0.45750 0.74308 -3.09954
C 0.01107 -0.70629 -2.77094
C -0.10650 -1.08650 -1.27217
C 0.22590 0.00513 -0.18458
S 0.09292 -0.60622 1.57856
C 0.80445 -2.32960 1.41767
C 1.74207 -2.93105 2.48955
C 2.31999 -4.34753 2.25363
C 1.95387 -5.11614 0.93999
C 0.99202 -4.51085 -0.12571
C 0.39001 -3.07702 0.09303
N -0.52925 -2.45867 -0.91020
H -2.02497 4.06482 0.86329
H -1.40636 2.63023 1.95703
H -1.88345 2.28942 0.20873
H 1.60604 5.03980 -0.19602
H 0.26004 4.82574 -1.44173
H -0.17024 5.63402 0.14368
H 1.11633 2.89983 -2.29176
H 0.57945 1.03356 -4.19202
H -0.23309 -1.50623 -3.55560
H 1.97466 -2.29640 3.40275
H 3.03935 -4.78294 3.03795
H 2.40665 -6.15477 0.74780
H 0.72400 -5.05939 -1.09407
H -1.42249 -2.34828 -0.37959
C -0.24996 -11.53889 2.95225
C -1.63302 -11.29184 2.38031
O -1.93210 -9.89108 2.34927
C -1.36894 -9.20232 1.34255
O -0.65850 -9.65700 0.47854
O -1.71345 -7.91072 1.47874
C -1.10406 -7.04696 0.52019
H -0.14530 -11.05588 3.92697
H -0.06344 -12.60915 3.06339
H 0.52532 -11.12095 2.30571
H -2.38167 -11.75796 3.02599
H -1.74472 -11.73453 1.38664
H -1.27609 -7.40000 -0.49940
H -0.03504 -6.96373 0.72312
H -1.55412 -6.05880 0.62214
C 2.22662 10.43461 -2.22700
C 1.40063 9.20747 -2.56261
O 0.51730 8.87346 -1.48438
C -0.59387 9.62275 -1.39310
O -0.90713 10.52454 -2.13100
O -1.28665 9.20949 -0.31711
C -2.45236 9.98666 -0.04849
H 2.74413 10.30060 -1.27384
H 2.96425 10.62916 -3.00831
H 1.59480 11.31994 -2.12371
H 2.06428 8.35009 -2.70137
H 0.84352 9.33745 -3.49456
H -3.09259 10.06122 -0.93006
H -2.16382 10.98022 0.30210
H -3.01275 9.48809 0.74328
*
```

As for the HOMO energy: -7.7 eV. For the energy above the lowest of the compared OMol25 structures with the same formula, charge and spin, the calculation gives 1001.3 kJ/mol.

(2)
Here is C9H64NO24Pd as an isolated structure from the OMol25 dataset. Energies are from ωB97M-V with the def2-TZVPD basis set.

```
! RIJCOSX wB97M-V def2-TZVPD def2/J DEFGRID3
* xyz 2 4
Pd 2.27700 -3.24561 -0.34672
C -0.77912 -1.74203 -1.88895
C -0.75308 -0.59522 -0.78081
C -2.12891 -0.68097 -0.08533
C -2.20633 0.18562 1.17256
C -1.11318 -0.09493 2.19173
C 0.27590 -0.01783 1.59097
N 0.28386 -0.76669 0.34708
O 1.57000 -0.88134 -0.19298
C 1.12593 -0.66649 2.69676
C 0.74672 1.41215 1.46946
C -0.65629 0.78770 -1.57005
H -0.87752 -2.67907 -1.34089
H 0.06356 -1.62036 -2.56952
H -1.70189 -1.58280 -2.44685
H -2.23767 -1.73510 0.16980
H -2.94662 -0.29704 -0.69528
H -3.16979 0.01248 1.65201
H -2.27176 1.24929 0.94362
H -1.31087 -1.08213 2.60943
H -1.21110 0.60967 3.01759
H 1.22809 -1.74892 2.61912
H 0.91622 -0.35705 3.72066
H 2.18971 -0.44195 2.61902
H 0.80829 1.77717 2.49467
H 0.14676 2.04645 0.81692
H 1.77557 1.31228 1.12363
H -1.50731 0.82628 -2.25005
H 0.26745 0.87963 -2.14133
H -0.82921 1.59739 -0.86110
O -5.71901 0.83374 0.97605
H -6.60912 1.12816 0.78306
H -5.15506 1.48153 0.55351
O 3.36683 -3.53995 1.55939
H 3.59932 -4.32673 2.05249
H 3.89506 -2.84535 1.95276
O 0.40768 -3.72461 0.76896
H -0.12008 -2.93868 0.91044
H -0.06847 -4.41869 1.22477
O 3.56286 1.60571 -0.63392
H 2.90655 0.90967 -0.66561
H 4.39812 1.14462 -0.55662
O 1.50193 4.16764 -1.57098
H 1.67546 4.53896 -0.70597
H 1.24924 3.26101 -1.39666
O 1.91705 -3.49875 -2.50228
H 2.67733 -3.56380 -3.08019
H 1.16517 -3.63625 -3.07846
O -3.99041 2.73556 -3.39496
H -3.81713 3.00412 -4.29722
H -3.25121 3.08209 -2.89525
O 0.59307 -4.00414 3.91190
H 1.34849 -3.98524 3.32435
H 0.52436 -4.91894 4.18511
O -4.24864 3.08691 -0.47808
H -4.85794 3.07799 -1.21625
H -3.39162 2.92469 -0.87234
O 2.50591 2.20011 4.90151
H 3.04948 2.72216 5.49161
H 2.94131 2.26728 4.05173
O 1.61368 0.49424 -4.68737
H 0.80957 0.09746 -5.02233
H 1.92124 1.05265 -5.40139
O 0.10017 -3.76722 -4.40769
H 0.46792 -4.17185 -5.19334
H -0.61633 -4.34796 -4.15159
O -0.67820 -0.97957 -5.36717
H -1.62926 -0.95667 -5.47296
H -0.51264 -1.77138 -4.85543
O -5.85243 -2.11181 0.87221
H -5.56454 -1.19906 0.88821
H -6.07485 -2.30926 1.78204
O -0.29586 3.06001 4.84335
H -0.67469 2.49472 5.51653
H 0.48535 2.59192 4.54868
O -2.69234 -4.78028 -0.51031
H -3.30449 -5.51550 -0.54101
H -2.29057 -4.83855 0.35653
O 3.75079 -0.41827 4.97199
H 3.23112 -0.96546 5.56085
H 3.12150 0.20064 4.60164
O 4.98578 -1.75959 2.94776
H 5.89820 -1.88410 3.20895
H 4.53284 -1.53108 3.75946
O -1.54474 1.53918 -4.83978
H -1.39167 0.77252 -4.28749
H -2.45544 1.45379 -5.12185
O -0.86540 4.99342 0.25137
H 0.05169 4.94455 0.52118
H -1.28544 5.52864 0.92466
O -1.85647 3.64243 -2.23629
H -1.39968 3.85434 -1.42226
H -1.26028 3.92979 -2.92783
O 3.27363 2.14262 -3.22650
H 3.19416 2.12005 -2.27287
H 2.68818 1.44995 -3.53257
O 3.89781 1.91727 2.54567
H 4.72152 2.26706 2.20598
H 3.46925 1.52900 1.78290
*
```

As for the HOMO energy (alpha / beta): -14.2 / -14.2 eV.

Number 1: calculated total energy -1853.19642 Ha. Number 2: calculated total energy -2368.98434 Ha.